No. 1
Here is a cluster of 2 separate species, C30H62N2O2 in total from the OMol25 dataset. Energies are from ωB97M-V/def2-TZVPD.

As for the molar mass: 482.838 g mol⁻¹. For the HOMO energy, the calculation gives -5.40 eV. The calculation puts the HOMO-LUMO gap at 4.57 eV. The LUMO energy comes out at -0.030 Eh.

Atoms and positions in Å:
C: -2.8663 10.5854 -3.8373
C: -4.4336 10.6788 -3.6640
C: -4.7924 11.3949 -2.3236
C: -4.3328 10.6374 -1.0211
C: -4.3630 9.0729 -1.1055
C: -3.5149 8.5222 0.1323
C: -4.4243 8.1990 1.3716
C: -3.5779 7.6230 2.5731
C: -3.7895 6.0716 2.7916
C: -2.4203 5.3972 3.1911
C: -2.5883 3.9102 3.7010
C: -2.0250 2.8267 2.6759
C: -0.7997 2.0583 3.2962
C: -0.7553 0.5204 2.9435
N: -0.0700 0.2074 1.6968
C: -0.5416 -0.9857 1.0042
C: 0.5103 -2.0983 0.7329
C: -0.0605 -3.2932 -0.1382
C: -1.4186 -3.8661 0.4006
C: 1.0264 -4.4562 -0.0885
C: 1.3773 0.4135 1.7157
C: 2.1723 -0.3005 2.8634
O: 1.7477 -1.2662 3.5322
O: 3.3628 0.1383 3.0718
H: -2.4942 11.3846 -4.5132
H: -2.5899 9.5615 -4.1696
H: -2.3565 10.7430 -2.8525
H: -4.8534 9.6450 -3.6955
H: -4.8285 11.2050 -4.5675
H: -4.2581 12.3830 -2.3376
H: -5.8813 11.6411 -2.2891
H: -3.3518 11.0348 -0.6574
H: -5.0666 10.9220 -0.2210
H: -3.8815 8.6526 -2.0125
H: -5.4064 8.7104 -0.9454
H: -3.0161 7.5768 -0.1876
H: -2.7177 9.2643 0.3865
H: -4.8692 9.1825 1.6832
H: -5.2679 7.5395 1.0630
H: -2.5030 7.8022 2.3107
H: -3.7596 8.2138 3.5026
H: -4.2041 5.6364 1.8462
H: -4.5232 5.9281 3.6210
H: -1.9992 6.0279 4.0180
H: -1.7480 5.4918 2.3067
H: -3.6745 3.7588 3.9176
H: -2.0623 3.8619 4.6859
H: -2.8781 2.1772 2.3841
H: -1.6375 3.4264 1.8135
H: -0.9097 2.1094 4.4102
H: 0.1377 2.5998 3.0460
H: -0.3911 -0.0200 3.8508
H: -1.8300 0.2190 2.8166
H: -1.3840 -1.4618 1.5718
H: -0.9962 -0.6886 0.0111
H: 1.4096 -1.7508 0.1659
H: 0.8210 -2.5626 1.6968
H: -0.0976 -2.9766 -1.2087
H: -1.4558 -4.9574 0.1640
H: -1.5578 -3.7370 1.4967
H: -2.2411 -3.3785 -0.1783
H: 1.9745 -4.0598 0.3623
H: 0.6994 -5.3176 0.5424
H: 1.3134 -4.7951 -1.1232
H: 1.5459 1.5117 1.8703
H: 1.8748 0.2040 0.7372
C: 4.3177 -11.8167 -1.0434
C: 4.2833 -11.1872 -2.4314
C: 5.1608 -9.9348 -2.5910
C: 5.0631 -8.8693 -1.5030
N: 3.9490 -7.8509 -1.6831
C: 3.8280 -7.0336 -0.3861
C: 4.7608 -5.8621 -0.5987
C: 4.4770 -5.4862 -2.0400
C: 4.3188 -6.8179 -2.7640
C: 2.6229 -8.4774 -1.9887
H: 3.8559 -11.1771 -0.2885
H: 3.7576 -12.7527 -1.0467
H: 5.3422 -12.0423 -0.7384
H: 3.2459 -10.9755 -2.6967
H: 4.6245 -11.9273 -3.1595
H: 4.9923 -9.4974 -3.5798
H: 6.1986 -10.2823 -2.5938
H: 5.9900 -8.2945 -1.4815
H: 4.9450 -9.3133 -0.5157
H: 2.7952 -6.6945 -0.2958
H: 4.0825 -7.6566 0.4694
H: 5.8032 -6.1633 -0.4703
H: 4.5585 -5.0441 0.0921
H: 5.2678 -4.8744 -2.4734
H: 3.5481 -4.9152 -2.1048
H: 5.2454 -7.1344 -3.2393
H: 3.5239 -6.7822 -3.5067
H: 2.4105 -9.2213 -1.2234
H: 2.6629 -8.9161 -2.9820
H: 1.8613 -7.6994 -1.9739

---

No. 2
Here is a cluster of 6 separate species, C30H63BrNO11S in total from the OMol25 dataset. Energies are from ωB97M-V/def2-TZVPD.

As for the molar mass: 725.801 g mol⁻¹. For the HOMO energy, the calculation gives -10.52 eV. Its charge is +1. The calculation puts the HOMO-LUMO gap at 6.41 eV. The LUMO energy comes out at -0.151 Eh.

Atoms and positions in Å:
C: 7.8093 -1.5730 -1.6058
C: 6.5971 -0.6074 -1.8879
C: 6.6613 0.8066 -1.5531
C: 5.5588 1.7331 -1.8091
C: 4.3431 1.1870 -2.3924
C: 4.2606 -0.2336 -2.6911
C: 2.9281 -0.7876 -3.2729
N: 2.1807 -1.7442 -2.3636
S: 2.7857 -3.4074 -2.4900
C: 2.1498 -1.3420 -0.9199
C: 1.3370 -0.0085 -0.6618
O: 1.8097 1.0612 -0.5314
Br: -0.6198 -0.2712 -0.5253
C: 5.3783 -1.1642 -2.4671
H: 7.9824 -1.5274 -0.4927
H: 7.4890 -2.6164 -1.8415
H: 8.7294 -1.2779 -2.1640
H: 7.5955 1.2244 -1.1115
H: 5.5931 2.8131 -1.5593
H: 3.4378 1.8076 -2.6053
H: 3.2040 -1.3814 -4.1914
H: 2.2689 0.0401 -3.6585
H: 1.1943 -1.7408 -2.6829
H: 3.5015 -3.5328 -1.3216
H: 3.1566 -1.3271 -0.4266
H: 1.5716 -2.1480 -0.3819
H: 5.3203 -2.2484 -2.7294
C: -2.6711 2.1738 -2.6912
O: -3.6910 2.7773 -3.4648
C: -3.4456 2.6581 -4.8627
C: -4.3063 1.5722 -5.4847
O: -3.9189 0.2798 -5.0255
C: -4.8056 -0.2333 -4.0420
H: -3.0118 2.1282 -1.6558
H: -2.4523 1.1579 -3.0317
H: -1.7610 2.7828 -2.7335
H: -2.3842 2.4759 -5.0589
H: -3.7120 3.6184 -5.3148
H: -4.1551 1.5830 -6.5687
H: -5.3673 1.7554 -5.2913
H: -5.7527 -0.5215 -4.5079
H: -4.9922 0.4927 -3.2470
H: -4.3484 -1.1213 -3.6037
C: -0.4639 -1.5642 6.1399
O: 0.8197 -1.9072 5.6347
C: 0.7485 -2.8710 4.5887
C: 0.9384 -2.2206 3.2287
O: -0.1590 -1.3759 2.9000
C: 0.1434 0.0014 3.0794
H: -0.3550 -0.6950 6.7884
H: -1.1608 -1.3141 5.3367
H: -0.8638 -2.3929 6.7317
H: -0.1941 -3.4252 4.6286
H: 1.5646 -3.5815 4.7545
H: 0.9741 -3.0076 2.4661
H: 1.8838 -1.6683 3.1888
H: 0.8287 0.3361 2.2920
H: 0.5856 0.1943 4.0589
H: -0.7851 0.5680 2.9986
C: -3.1463 2.6394 4.6731
O: -2.4092 2.8244 3.4727
C: -3.2417 2.8215 2.3170
C: -3.4737 4.2317 1.8001
O: -4.2652 4.9889 2.7060
C: -3.4918 5.9005 3.4724
H: -2.4826 2.8462 5.5128
H: -4.0020 3.3153 4.7300
H: -3.4893 1.6019 4.7447
H: -4.1919 2.3181 2.5198
H: -2.7133 2.2487 1.5476
H: -4.0335 4.1731 0.8610
H: -2.5231 4.7342 1.5946
H: -3.1596 6.7303 2.8407
H: -2.6258 5.4139 3.9273
H: -4.1252 6.2980 4.2656
C: -1.2236 -7.0486 7.2576
O: 0.0008 -6.3465 7.1023
C: -0.0383 -5.0491 7.6881
C: 0.6951 -5.0228 9.0186
O: 0.0089 -5.7886 10.0014
C: 0.6153 -7.0527 10.2255
H: -1.0584 -8.0856 6.9648
H: -1.5721 -7.0295 8.2924
H: -1.9875 -6.6171 6.6023
H: -1.0703 -4.7020 7.8027
H: 0.4701 -4.3720 6.9941
H: 0.7234 -3.9908 9.3828
H: 1.7274 -5.3672 8.9028
H: 1.5552 -6.9237 10.7715
H: 0.8030 -7.5834 9.2891
H: -0.0629 -7.6501 10.8351
C: -0.1981 4.0104 -10.6535
O: -1.2834 3.7435 -9.7771
C: -1.1926 2.4591 -9.1737
C: -0.7106 2.5588 -7.7360
O: 0.6457 2.9886 -7.6722
C: 0.7635 4.3576 -7.3133
H: -0.2313 5.0665 -10.9208
H: 0.7644 3.7998 -10.1816
H: -0.3003 3.4151 -11.5663
H: -0.5463 1.7962 -9.7571
H: -2.2017 2.0347 -9.1762
H: -0.7494 1.5620 -7.2833
H: -1.3581 3.2196 -7.1509
H: 0.5185 4.4881 -6.2538
H: 0.1157 4.9924 -7.9218
H: 1.7984 4.6616 -7.4721

---

No. 3
Here is a cluster of 8 separate species, C30H64Cl8N3O7P in total from the OMol25 dataset. Energies are from ωB97M-V/def2-TZVPD.

As for the multiplicity: 3. As for the molar mass: 893.454 g mol⁻¹. For the HOMO energy (spin up / spin down), the calculation gives 1.79 / -2.55 eV. Its charge is -2. The calculation puts the HOMO-LUMO gap (spin up / spin down) at 1.81 / 5.73 eV. The LUMO energy (spin up / spin down) comes out at 0.132 / 0.117 Eh.

Atoms and positions in Å:
C: 7.5504 -18.2340 -26.6319
C: 6.3280 -18.9481 -25.9496
C: 6.6693 -19.6859 -24.6273
O: 5.4852 -20.0802 -23.9297
C: 5.7474 -20.7749 -22.7540
N: 5.2887 -17.8548 -25.5817
H: 4.3548 -18.1546 -25.3409
H: 5.6687 -17.3496 -24.7941
H: 5.2342 -17.1390 -26.2921
H: 7.9977 -17.4594 -26.0090
H: 7.1778 -17.7444 -27.5317
H: 8.2792 -18.9025 -27.0902
H: 5.8088 -19.4653 -26.7565
H: 7.1410 -19.0118 -23.9124
H: 7.3265 -20.5135 -24.8944
H: 4.7835 -20.8460 -22.2502
H: 6.4789 -20.2892 -22.1082
H: 5.9453 -21.8320 -22.9313
P: 6.6682 -15.1528 -24.1577
O: 8.1195 -14.6770 -23.9933
O: 6.2624 -16.4919 -23.4009
O: 6.1476 -15.1757 -25.6592
O: 6.1555 -13.7572 -23.6701
C: 6.6240 -20.6362 -29.5677
C: 5.4835 -20.3588 -30.5225
C: 5.1248 -21.7800 -31.0747
C: 3.8246 -21.9180 -31.7437
C: 2.7109 -21.4188 -30.8236
C: 2.8904 -19.9755 -30.2545
N: 4.3269 -19.7605 -29.7563
O: 4.5667 -18.3918 -29.2173
C: 2.4968 -18.8784 -31.2278
C: 1.8796 -19.9207 -29.1151
C: 5.9917 -19.4695 -31.6997
H: 6.1973 -21.1941 -28.7342
H: 7.0890 -19.7544 -29.1269
H: 7.4195 -21.2574 -29.9794
H: 5.7958 -22.1061 -31.8693
H: 5.1429 -22.6047 -30.3623
H: 3.6489 -22.9606 -32.0086
H: 3.8442 -21.3772 -32.6899
H: 2.3821 -22.0559 -30.0026
H: 1.7992 -21.3900 -31.4204
H: 2.1485 -17.9484 -30.7787
H: 3.3256 -18.7748 -31.9282
H: 1.6481 -19.2784 -31.7826
H: 0.9677 -20.4424 -29.4054
H: 2.4318 -20.4487 -28.3377
H: 1.5632 -18.9533 -28.7250
H: 6.0268 -18.4195 -31.4089
H: 5.3588 -19.4589 -32.5870
H: 6.8705 -19.9491 -32.1307
C: 2.2231 -18.8388 -22.6914
C: 1.1322 -19.5041 -23.4583
C: -0.0409 -19.5737 -22.4040
C: -1.3729 -19.9020 -23.0611
C: -1.7059 -18.8729 -24.2015
C: -0.6078 -18.7839 -25.2930
N: 0.7356 -18.7535 -24.6712
O: 1.8066 -18.4977 -25.6628
C: -0.7604 -19.8776 -26.4069
C: -1.0180 -17.4491 -25.9487
C: 1.5517 -20.9715 -23.8283
H: 3.1557 -18.8499 -23.2555
H: 2.5320 -19.4355 -21.8331
H: 1.9776 -17.8644 -22.2688
H: 0.1293 -20.4286 -21.7494
H: -0.1518 -18.7306 -21.7220
H: -2.1680 -19.9674 -22.3183
H: -1.3005 -20.9095 -23.4709
H: -1.7751 -17.9359 -23.6490
H: -2.6452 -19.1678 -24.6693
H: -0.3182 -20.8368 -26.1377
H: -1.8065 -20.1799 -26.4548
H: -0.4714 -19.4836 -27.3813
H: -0.3327 -17.2268 -26.7666
H: -2.0441 -17.5045 -26.3124
H: -0.8959 -16.7434 -25.1270
H: 0.7674 -21.5604 -24.3039
H: 1.8771 -21.6184 -23.0137
H: 2.3382 -20.9842 -24.5829
Cl: 10.8667 -18.6440 -24.2707
C: 10.0170 -17.1750 -23.6244
C: 9.0647 -17.4358 -22.4629
Cl: 9.5721 -18.6276 -21.2419
H: 9.4796 -16.8186 -24.5032
H: 10.7580 -16.3916 -23.4656
H: 8.1153 -17.8046 -22.8511
H: 8.7247 -16.5506 -21.9254
Cl: 11.5380 -16.4262 -29.3754
C: 11.1334 -18.1503 -29.8232
C: 9.9327 -18.1854 -30.8564
Cl: 8.4818 -17.5710 -30.1012
H: 10.8782 -18.6700 -28.8997
H: 11.9927 -18.7059 -30.1986
H: 9.8132 -19.2295 -31.1456
H: 10.1061 -17.6105 -31.7661
Cl: 4.3882 -22.0897 -27.1311
C: 4.6768 -23.6091 -26.3501
C: 6.0967 -23.6320 -25.6857
Cl: 7.4442 -23.1532 -26.7229
H: 4.6197 -24.4645 -27.0232
H: 3.9541 -23.7913 -25.5548
H: 6.2747 -24.6090 -25.2364
H: 5.9918 -22.8863 -24.8977
Cl: 9.3858 -22.3237 -23.1270
C: 10.9919 -22.0768 -23.7389
C: 10.8461 -22.1083 -25.3088
Cl: 12.2812 -21.3850 -26.0804
H: 11.5547 -22.9218 -23.3423
H: 11.4465 -21.1324 -23.4395
H: 9.9435 -21.5678 -25.5942
H: 10.6714 -23.0470 -25.8345

---

No. 4
Here is a structure of composition C30H64N3O4PRuSSeSi2 from the OMol25 dataset. Energies are from ωB97M-V/def2-TZVPD.

As for the multiplicity: 6. As for the molar mass: 830.102 g mol⁻¹. For the HOMO energy (spin up / spin down), the calculation gives -3.36 / -3.35 eV. Its charge is -1. The calculation puts the HOMO-LUMO gap (spin up / spin down) at 5.70 / 5.64 eV. The LUMO energy (spin up / spin down) comes out at 0.086 / 0.084 Eh.

Atoms and positions in Å:
Ru: 0.1965 -0.5463 -0.3918
C: 0.4667 -3.7273 -1.6964
C: -0.9990 -3.2827 -1.7365
N: -1.3693 -2.4298 -0.6169
C: -1.7312 -3.0962 0.6249
C: -0.5846 -3.7753 1.3798
S: 0.8765 -2.7412 1.7163
C: 2.2003 -3.6025 0.8172
C: 2.5395 -3.0220 -0.5623
N: 1.3447 -2.6387 -1.2906
H: 0.7387 -4.1231 -2.6828
H: 0.5956 -4.5497 -0.9921
H: -1.6415 -4.1744 -1.7874
H: -1.1640 -2.7028 -2.6438
H: -2.1625 -1.8386 -0.8792
H: -2.4950 -3.8699 0.4455
H: -2.1975 -2.3400 1.2580
H: -0.2461 -4.6770 0.8716
H: -0.9745 -4.0903 2.3491
H: 1.9235 -4.6571 0.7656
H: 3.0840 -3.5410 1.4532
H: 3.1450 -3.7642 -1.1059
H: 3.1344 -2.1203 -0.4423
H: 1.5659 -2.0336 -2.0772
C: -2.0276 2.6350 -0.6268
N: -0.7917 3.4636 -0.4644
C: -1.1211 4.7317 0.2216
C: 0.3526 2.7009 0.1991
C: -0.0619 2.0158 1.4699
C: -0.1132 2.7503 2.6552
C: -0.5149 2.1511 3.8385
C: -0.8633 0.8075 3.8191
C: -0.7732 0.0813 2.6385
C: -0.3585 0.6416 1.4251
H: -2.7845 3.2497 -1.1053
H: -2.3591 2.3121 0.3534
H: -1.7869 1.7680 -1.2366
H: -0.4393 3.6768 -1.3980
H: -1.5560 4.4880 1.1874
H: -1.8445 5.2758 -0.3816
H: -0.2129 5.3163 0.3528
H: 1.1656 3.4182 0.3224
H: 0.6707 1.9814 -0.5583
H: 0.1833 3.7955 2.6621
H: -0.5544 2.7214 4.7578
H: -1.1908 0.3186 4.7299
H: -1.0425 -0.9687 2.6813
C: 6.0743 1.8062 -1.7946
C: 5.2931 0.5673 -2.2084
C: 6.2351 -0.5938 -2.4967
C: 4.3994 0.8476 -3.4069
O: 4.4922 0.1055 -1.1130
P: 3.4008 0.9906 -0.3187
O: 3.0438 2.2229 -1.0546
O: 2.3564 -0.0154 0.0923
O: 4.1905 1.4458 1.0135
C: 4.3685 0.6641 2.2115
C: 3.0666 0.6403 3.0022
C: 5.4455 1.4159 2.9798
C: 4.8439 -0.7497 1.8989
H: 6.7043 2.1381 -2.6223
H: 6.7107 1.5796 -0.9376
H: 5.3918 2.6108 -1.5222
H: 6.8751 -0.3609 -3.3500
H: 5.6606 -1.4924 -2.7245
H: 6.8649 -0.7967 -1.6293
H: 5.0075 1.1786 -4.2514
H: 3.6669 1.6167 -3.1646
H: 3.8637 -0.0582 -3.6949
H: 2.7463 1.6587 3.2290
H: 3.2130 0.1050 3.9430
H: 2.2746 0.1534 2.4346
H: 5.1103 2.4307 3.1957
H: 6.3596 1.4738 2.3873
H: 5.6647 0.9095 3.9216
H: 4.1045 -1.2783 1.3025
H: 4.9944 -1.2941 2.8336
H: 5.7828 -0.7287 1.3441
Se: 0.0218 0.2192 -2.6386
C: -3.5190 -1.2675 -3.4038
Si: -4.4740 -0.1547 -2.2073
C: -6.2841 -0.6267 -2.5002
C: -4.3360 1.5635 -3.0240
C: -3.9227 -0.3040 -0.5077
Si: -4.8294 -0.0646 1.0120
C: -4.3916 -1.3130 2.3743
C: -6.7117 -0.1818 0.8717
C: -4.5677 1.6013 1.9185
H: -3.9075 -1.1843 -4.4235
H: -3.5945 -2.3145 -3.0955
H: -2.4624 -0.9859 -3.4336
H: -6.4698 -0.7423 -3.5716
H: -6.9733 0.1322 -2.1271
H: -6.5267 -1.5695 -2.0088
H: -4.8603 1.6281 -3.9822
H: -3.2858 1.8112 -3.2050
H: -4.7612 2.3155 -2.3528
H: -2.8408 -0.2433 -0.3501
H: -4.5003 -2.3368 2.0068
H: -5.0381 -1.1948 3.2494
H: -3.3585 -1.1747 2.7068
H: -7.0152 -1.1116 0.3892
H: -7.1340 0.6442 0.2984
H: -7.1569 -0.1541 1.8703
H: -3.5767 1.6355 2.3865
H: -5.3059 1.7555 2.7120
H: -4.6456 2.4371 1.2171

---

Number 1: strongest force on any atom 0.0692 Eh/bohr. Number 2: strongest force on any atom 0.0558 Eh/bohr. Number 3: strongest force on any atom 0.1219 Eh/bohr. Number 4: strongest force on any atom 0.0061 Eh/bohr.